Here is 9 unconnected molecules or ions with the total composition C26H64N6O20 at a distorted geometry from the OMol25 dataset. Energies are from the ωB97M-V functional and the def2-TZVPD basis.

```
116
C26H64N6O20 the ωB97M-V functional and the def2-TZVPD basis
C 2.697 3.942 -5.707
N 1.465 4.807 -5.507
O 1.494 5.594 -4.566
O 0.513 4.612 -6.251
H 3.066 4.171 -6.664
H 2.269 2.999 -5.773
H 3.432 4.071 -4.963
C -1.240 -2.592 3.608
N 0.012 -3.413 3.942
O 1.044 -3.238 3.289
O -0.133 -4.226 4.856
H -1.829 -3.245 2.966
H -0.927 -1.664 3.057
H -1.746 -2.350 4.580
C -0.998 -1.989 -4.839
N -1.759 -0.940 -5.494
O -2.922 -1.209 -5.661
O -1.177 0.142 -5.657
H -1.602 -2.883 -4.975
H -0.927 -1.715 -3.819
H -0.040 -2.176 -5.295
C -0.398 0.335 0.145
N -0.728 -0.872 -0.690
O -0.818 -0.704 -1.888
O -0.704 -1.978 -0.186
H -0.139 -0.005 1.123
H -1.255 0.969 0.108
H 0.460 0.840 -0.303
C 2.251 -3.510 0.201
N 2.030 -2.750 -1.055
O 1.882 -3.387 -2.079
O 2.061 -1.528 -0.963
H 3.328 -3.731 0.353
H 1.646 -4.406 0.087
H 1.915 -2.924 1.037
C -3.569 0.007 2.688
O -3.643 -1.394 2.446
C -5.016 -1.808 2.259
C -5.731 -2.271 3.509
O -5.740 -1.224 4.440
C -6.370 -1.626 5.654
C -6.106 -0.613 6.690
O -4.755 -0.587 7.079
C -4.615 -0.162 8.427
H -4.010 0.265 3.644
H -4.132 0.620 1.942
H -2.561 0.220 2.879
H -5.051 -2.667 1.525
H -5.630 -1.049 1.817
H -5.262 -3.168 3.955
H -6.812 -2.512 3.367
H -6.014 -2.605 5.895
H -7.462 -1.813 5.576
H -6.726 -0.814 7.633
H -6.264 0.378 6.179
H -4.893 0.898 8.635
H -3.557 -0.258 8.738
H -5.202 -0.779 9.071
C 3.207 1.701 0.141
O 2.890 1.530 1.445
C 2.607 0.203 1.900
C 3.781 -0.425 2.654
O 4.602 -0.959 1.607
C 5.969 -1.178 2.057
C 6.895 -1.462 0.863
O 7.100 -0.293 0.188
C 7.925 -0.321 -0.943
H 2.940 2.692 -0.273
H 2.717 0.970 -0.509
H 4.251 1.527 0.018
H 2.358 -0.472 1.083
H 1.698 0.226 2.566
H 3.349 -1.273 3.183
H 4.261 0.385 3.278
H 6.124 -2.014 2.841
H 6.268 -0.345 2.673
H 6.432 -2.220 0.130
H 7.857 -1.837 1.266
H 7.618 -0.990 -1.738
H 8.920 -0.640 -0.649
H 7.849 0.711 -1.370
C -4.251 -0.790 -1.880
O -3.438 0.341 -1.650
C -3.094 0.958 -2.855
C -2.742 2.389 -2.706
O -1.575 2.471 -1.803
C -0.892 3.707 -1.772
C 0.185 3.754 -0.723
O -0.330 3.924 0.591
C 0.643 4.267 1.492
H -3.611 -1.634 -2.305
H -5.038 -0.707 -2.627
H -4.697 -1.157 -0.939
H -3.899 0.915 -3.587
H -2.192 0.458 -3.256
H -3.500 3.043 -2.252
H -2.530 2.915 -3.669
H -1.654 4.382 -1.513
H -0.383 3.964 -2.731
H 0.737 4.600 -1.125
H 0.766 2.818 -0.728
H 1.315 5.078 1.126
H 1.295 3.375 1.720
H 0.163 4.503 2.484
C 3.231 -1.508 -5.217
N 2.531 -0.708 -4.176
C 2.353 0.611 -4.499
C 1.435 1.346 -3.569
O 2.841 1.048 -5.510
H 3.160 -2.606 -4.983
H 4.334 -1.238 -5.222
H 2.719 -1.322 -6.187
H 1.977 -1.129 -3.463
H 1.907 2.090 -2.922
H 0.980 0.535 -2.884
H 0.527 1.706 -4.129
```

The SMILES is C[N+](=O)[O-].C[N+](=O)[O-].C[N+](=O)[O-].C[N+](=O)[O-].C[N+](=O)[O-].COCCOCCOC.COCCOCCOC.COCCOCCOC.CNC(C)=O. For the energy, the calculation gives -2861.67229 Eh. The charge is 0. For the LUMO energy, the calculation gives -0.1 eV. As for the spin multiplicity: 1. The HOMO-LUMO gap comes out at 9.418 eV.

---

Here is 5 unconnected molecules or ions with the total composition C26H65BN5O7 from the OMol25 dataset. Energies are from the ωB97M-V functional and the def2-TZVPD basis.

```
104
C26H65BN5O7 the ωB97M-V functional and the def2-TZVPD basis
C 4.077 2.623 1.626
O 3.502 2.938 0.364
B 2.782 4.106 0.205
O 3.472 5.204 -0.235
C 1.225 4.167 0.514
C 1.026 4.681 1.949
C -0.452 4.763 2.353
C -1.198 5.789 1.496
C -0.623 5.153 3.817
N -0.998 3.367 2.194
O -0.802 2.627 3.221
C -0.887 2.654 0.873
C -1.199 1.178 1.098
C -1.931 3.194 -0.120
C 0.564 2.791 0.365
H 3.560 1.764 2.063
H 5.130 2.376 1.483
H 4.016 3.460 2.328
H 2.910 5.980 -0.363
H 0.759 4.877 -0.184
H 1.480 5.668 2.100
H 1.505 3.985 2.649
H -0.785 6.774 1.722
H -1.099 5.632 0.422
H -2.260 5.802 1.751
H -1.604 4.820 4.158
H -0.578 6.241 3.907
H 0.148 4.717 4.451
H -1.323 0.700 0.122
H -0.406 0.666 1.638
H -2.124 1.064 1.665
H -2.878 2.667 0.017
H -1.595 3.016 -1.144
H -2.144 4.255 -0.010
H 0.572 2.484 -0.686
H 1.180 2.063 0.900
C 4.648 -1.422 -2.788
C 3.975 -0.611 -1.688
C 2.496 -0.959 -1.492
O 1.625 -0.487 -2.508
C 1.538 -1.311 -3.650
N 4.209 0.817 -1.894
H 4.416 -1.022 -3.777
H 5.731 -1.378 -2.672
H 4.328 -2.463 -2.737
H 4.452 -0.882 -0.738
H 2.145 -0.485 -0.571
H 2.382 -2.047 -1.384
H 1.641 -2.368 -3.379
H 2.298 -1.072 -4.399
H 0.555 -1.154 -4.095
H 3.840 1.334 -1.101
H 3.652 1.112 -2.691
C -5.764 4.716 5.191
C -5.340 4.293 3.789
C -6.197 3.174 3.187
O -5.965 1.892 3.737
C -6.693 1.585 4.907
N -3.912 3.976 3.797
H -5.442 3.985 5.934
H -5.299 5.667 5.449
H -6.847 4.827 5.266
H -5.474 5.155 3.125
H -5.948 3.084 2.127
H -7.264 3.426 3.263
H -7.702 2.011 4.867
H -6.199 1.946 5.812
H -6.772 0.500 4.963
H -3.585 3.810 2.849
H -3.782 3.086 4.272
C 4.094 -4.734 0.799
C 3.455 -5.392 -0.418
C 3.601 -6.916 -0.457
O 4.901 -7.373 -0.775
C 5.789 -7.502 0.316
N 3.960 -4.741 -1.629
H 5.179 -4.690 0.697
H 3.736 -3.709 0.898
H 3.857 -5.274 1.717
H 2.377 -5.197 -0.376
H 2.954 -7.304 -1.248
H 3.270 -7.356 0.494
H 5.266 -7.856 1.211
H 6.293 -6.563 0.558
H 6.542 -8.237 0.035
H 3.445 -5.079 -2.437
H 4.918 -5.046 -1.779
C -2.769 -3.551 -5.943
C -3.462 -4.600 -5.080
C -3.158 -4.477 -3.584
O -1.857 -4.892 -3.210
C -0.849 -3.910 -3.325
N -3.168 -5.929 -5.617
H -1.712 -3.788 -6.076
H -3.222 -3.526 -6.933
H -2.844 -2.556 -5.500
H -4.543 -4.449 -5.175
H -3.840 -5.134 -3.038
H -3.334 -3.449 -3.241
H -1.230 -2.917 -3.067
H -0.420 -3.869 -4.330
H -0.058 -4.171 -2.622
H -3.733 -6.628 -5.147
H -2.205 -6.162 -5.396
```

For the energy, the calculation gives -1854.89187 Eh. The charge is 0. For the LUMO energy (spin up / spin down), the calculation gives 0.4 / 0.4 eV. As for the spin multiplicity: 2. The HOMO-LUMO gap (spin up / spin down) comes out at 8.333 / 9.157 eV. Its expectation value of S² is 0.754.

---

Here is a molecular structure, C26H65N3O7 at a distorted geometry from the OMol25 dataset. Energies are from the ωB97M-V functional and the def2-TZVPD basis.

```
101
C26H65N3O7 the ωB97M-V functional and the def2-TZVPD basis
C -18.106 31.930 -37.428
C -18.068 30.643 -36.617
C -16.546 30.149 -36.541
C -16.249 29.098 -35.428
C -16.858 29.580 -34.028
C -18.329 29.958 -34.116
N -18.616 30.888 -35.242
O -19.927 31.424 -35.169
C -19.209 28.697 -34.221
C -18.590 30.733 -32.808
C -18.821 29.526 -37.443
H -17.449 32.666 -36.964
H -19.055 32.464 -37.468
H -17.774 31.684 -38.437
H -16.314 29.697 -37.506
H -15.811 30.946 -36.427
H -15.185 28.870 -35.493
H -16.688 28.138 -35.700
H -16.271 30.396 -33.607
H -16.641 28.696 -33.428
H -20.237 28.798 -34.570
H -18.763 28.036 -34.964
H -19.193 28.270 -33.218
H -19.651 30.956 -32.698
H -18.303 30.110 -31.961
H -17.969 31.622 -32.702
H -18.461 29.606 -38.469
H -19.884 29.765 -37.484
H -18.777 28.485 -37.125
H -19.766 32.369 -35.216
C -20.707 28.850 -29.981
C -21.304 29.505 -31.179
C -21.131 28.553 -32.382
C -21.951 28.861 -33.694
C -23.454 28.907 -33.388
C -23.731 29.841 -32.172
N -22.793 29.616 -31.049
O -23.142 30.379 -29.925
C -23.706 31.270 -32.639
C -25.166 29.346 -31.740
C -20.553 30.811 -31.387
H -19.654 28.797 -30.259
H -21.040 27.833 -29.776
H -20.858 29.468 -29.096
H -20.084 28.632 -32.676
H -21.311 27.520 -32.083
H -21.791 28.079 -34.436
H -21.647 29.823 -34.108
H -23.856 27.900 -33.279
H -23.958 29.250 -34.291
H -24.002 32.020 -31.906
H -22.736 31.556 -33.048
H -24.377 31.380 -33.491
H -25.846 29.413 -32.588
H -25.237 28.303 -31.430
H -25.479 29.793 -30.796
H -20.855 31.332 -32.295
H -19.477 30.635 -31.360
H -20.839 31.572 -30.661
H -22.946 31.292 -30.150
C -17.267 25.717 -28.754
C -16.709 25.408 -30.162
C -16.172 23.976 -30.301
O -15.368 23.774 -31.484
C -14.530 22.603 -31.451
N -17.822 25.500 -31.096
H -16.469 25.672 -28.013
H -18.084 25.031 -28.530
H -17.562 26.766 -28.713
H -15.922 26.075 -30.514
H -16.954 23.219 -30.261
H -15.682 23.672 -29.376
H -13.833 22.664 -30.616
H -13.919 22.531 -32.351
H -15.233 21.770 -31.422
H -17.315 25.298 -31.946
H -18.104 26.465 -31.006
C -15.011 28.434 -31.706
O -15.838 27.340 -31.600
H -14.285 28.433 -30.893
H -14.443 28.413 -32.637
H -15.593 29.355 -31.659
H -15.219 26.638 -31.813
C -19.767 26.526 -31.453
O -20.729 25.513 -31.617
H -19.064 26.668 -32.274
H -20.214 27.517 -31.373
H -19.096 26.282 -30.629
H -21.092 25.514 -32.506
C -15.680 30.971 -30.261
O -16.507 30.787 -31.435
H -15.496 32.045 -30.236
H -16.253 30.650 -29.391
H -14.758 30.393 -30.320
H -17.116 31.526 -31.493
C -17.898 28.761 -30.927
O -17.603 27.373 -30.954
H -18.921 28.959 -30.609
H -17.215 29.324 -30.291
H -17.882 29.085 -31.968
H -16.703 27.207 -31.246
```

For the energy, the calculation gives -1719.50562 Eh. The charge is 0. For the LUMO energy, the calculation gives 0.2 eV. As for the spin multiplicity: 1. The HOMO-LUMO gap comes out at 6.872 eV. The energy above the lowest of the compared OMol25 structures with the same formula, charge and spin is 521.38 kcal/mol.

---

Here is a molecular structure, C26H65N4O9Zn at a distorted geometry from the OMol25 dataset. Energies are from the ωB97M-V functional and the def2-TZVPD basis.

```
105
C26H65N4O9Zn the ωB97M-V functional and the def2-TZVPD basis
Zn -0.384 -1.558 -3.211
C 1.194 -0.479 0.870
C -0.084 -0.646 0.056
O 0.007 -0.932 -1.319
H 2.131 -0.727 0.371
H 1.198 -1.101 1.764
H 1.409 0.504 1.289
H -0.833 0.094 0.339
H -0.738 -1.414 0.470
C -2.753 -3.676 6.006
O -1.651 -3.003 5.396
C -0.580 -3.872 5.144
C 0.525 -3.153 4.239
N 1.279 -2.065 4.938
C 2.043 -2.383 6.127
C 2.414 -1.146 6.850
O 3.127 -0.353 5.868
C 3.874 0.752 6.439
H -2.629 -4.552 6.642
H -3.486 -3.953 5.248
H -3.173 -2.997 6.748
H -0.910 -4.731 4.560
H -0.373 -4.409 6.069
H 0.076 -2.736 3.338
H 1.337 -3.801 3.910
H 1.717 -1.338 4.392
H 3.000 -2.845 5.883
H 1.688 -3.162 6.803
H 2.877 -1.435 7.793
H 1.506 -0.689 7.243
H 4.538 0.588 7.287
H 3.029 1.380 6.722
H 4.522 1.129 5.648
C 2.483 3.481 -0.316
O 3.132 2.480 -1.056
C 2.371 1.739 -2.026
C 2.276 2.344 -3.436
N 2.539 1.405 -4.461
C 2.767 2.026 -5.782
C 3.882 1.189 -6.430
O 4.933 0.941 -5.468
C 6.189 1.355 -5.915
H 3.101 3.727 0.547
H 1.483 3.129 -0.064
H 2.471 4.297 -1.038
H 1.392 1.496 -1.613
H 2.918 0.800 -2.111
H 3.138 3.012 -3.416
H 1.504 3.105 -3.550
H 3.413 1.034 -4.118
H 3.058 3.075 -5.829
H 1.823 2.090 -6.324
H 4.399 1.522 -7.331
H 3.622 0.150 -6.631
H 6.596 0.855 -6.794
H 6.948 1.180 -5.152
H 6.200 2.433 -6.070
C -4.334 5.418 4.052
O -4.640 4.428 3.125
C -3.690 3.432 2.790
C -4.260 2.178 1.994
N -5.389 1.470 2.638
C -6.082 0.564 1.728
C -5.153 -0.512 1.143
O -4.610 -1.374 2.207
C -4.024 -2.543 1.671
H -4.383 5.022 5.066
H -4.947 6.310 3.923
H -3.287 5.709 3.969
H -3.151 3.163 3.698
H -2.984 3.853 2.074
H -3.442 1.467 1.869
H -4.620 2.454 1.003
H -5.029 1.040 3.478
H -6.299 1.119 0.816
H -6.971 0.132 2.188
H -4.251 -0.231 0.599
H -5.621 -1.131 0.378
H -4.818 -3.225 1.363
H -3.457 -3.089 2.424
H -3.394 -2.472 0.785
C -3.190 0.031 -2.536
O -1.986 -0.144 -3.268
C -1.727 0.894 -4.236
C -0.838 0.230 -5.431
N 0.231 -0.631 -4.847
C 0.965 -1.512 -5.718
C 2.207 -2.048 -4.918
O 1.611 -2.546 -3.719
C 2.534 -3.373 -2.947
H -4.106 -0.273 -3.044
H -3.284 1.047 -2.152
H -3.032 -0.580 -1.648
H -0.920 1.502 -3.827
H -2.523 1.574 -4.540
H -0.437 1.080 -5.984
H -1.391 -0.334 -6.182
H 0.901 0.108 -4.690
H 1.310 -1.014 -6.624
H 0.328 -2.340 -6.029
H 2.976 -1.335 -4.619
H 2.522 -2.986 -5.374
H 3.334 -2.716 -2.603
H 2.984 -4.259 -3.395
H 1.831 -3.713 -2.187
```

For the energy, the calculation gives -3704.55017 Eh. The charge is +1. For the LUMO energy, the calculation gives -3.6 eV. As for the spin multiplicity: 1. The HOMO-LUMO gap comes out at 5.642 eV.